Entry 1:
Density functional theory data (wB97M-V/def2-TZVPD) for C4H5FO in the gas phase in a non-equilibrium geometry.

For the frontier orbital gap, the calculation gives 0.4192 Ha. The LUMO energy is 1.0 eV. As for the structure (SMILES): C#C[C@H](F)CO.

Geometry as ORCA input:
```
! RIJCOSX wB97M-V def2-TZVPD def2/J DEFGRID3
* xyz 0 1
H 0.461 -0.241 1.796
C -0.342 -0.461 1.116
H 1.871 2.080 -2.014
H 0.747 -1.761 -0.392
C 0.129 -0.784 -0.296
C 0.897 0.311 -0.988
O -1.127 0.748 1.182
H -1.073 -1.171 1.610
F -1.137 -1.010 -0.990
C 1.338 1.355 -1.452
H -1.764 0.933 0.429
*
```

These are the Mulliken partial charges, in e, on atoms 1 to 8:
1 H 0.31
2 C -0.39
3 H 0.44
4 H 0.22
5 C 0.14
6 C -0.57
7 O -0.53
8 H 0.27

=====

Entry 2:
Density functional theory data (wB97M-V/def2-TZVPD) for a molecular structure, C22H37Br24N2O3 in a non-equilibrium geometry.

For the frontier orbital gap, the calculation gives 0.3323 Ha. The LUMO energy is -2.5 eV.

Geometry as ORCA input:
```
! RIJCOSX wB97M-V def2-TZVPD def2/J DEFGRID3
* xyz 1 1
Br -1.175 0.456 5.989
H -0.812 2.708 -1.869
Br -5.801 -6.452 0.412
H 0.953 2.297 -1.943
H 4.517 3.561 -2.663
C -0.508 0.619 -1.368
H 0.664 -1.275 -1.547
C -0.226 2.152 3.149
Br 1.280 3.117 5.916
C 0.656 4.826 -0.633
O 1.369 -0.114 0.074
H 1.533 0.216 -1.946
H 3.528 3.258 6.948
H 2.515 3.582 -0.322
H 2.630 -1.628 -0.635
Br -2.917 -3.831 -4.837
H 1.249 4.738 -3.433
H 3.129 -0.831 0.929
H 0.961 2.328 0.599
H 3.091 6.063 -1.986
H 0.481 5.870 -0.304
C -7.596 -9.816 0.113
C 0.014 2.112 -1.403
H 4.563 3.811 -0.910
O -0.256 3.368 3.100
C 2.282 4.397 -3.244
H -0.012 0.354 1.971
Br -2.698 -7.074 -4.484
H 2.386 3.291 -3.290
H 2.887 4.770 -4.100
H -1.206 2.811 6.766
Br 3.555 0.891 6.209
Br 2.275 2.229 8.822
Br -2.464 1.748 8.613
H -1.804 2.505 0.925
H -7.601 -6.762 -1.266
C -3.247 -8.905 -4.191
C 2.936 4.965 -1.952
H -2.445 1.062 -0.598
C 2.201 4.604 -0.615
H -1.676 0.765 2.425
H -3.299 -9.049 -3.118
C -0.722 1.197 2.049
H 2.955 -6.267 0.020
C -1.485 0.716 -0.156
H -2.866 -1.493 -4.016
Br -5.016 -9.232 -4.892
Br -6.932 -9.905 -1.701
Br 6.612 5.795 1.062
H -1.513 1.089 -3.051
H 0.155 1.661 4.107
C 2.873 -5.188 0.047
H -0.303 0.009 -3.273
C 2.771 2.484 6.973
H -1.754 -0.208 0.381
Br -9.446 -9.259 0.167
Br -4.189 -2.536 -2.203
H 1.733 -2.004 0.875
Br 4.512 -4.506 0.809
Br -7.626 -4.290 -1.085
Br -3.447 2.690 5.714
C -3.655 -2.234 -4.035
H 2.497 5.270 1.508
C 2.282 -1.211 0.330
C 0.798 -0.216 -1.222
Br 1.343 -4.762 1.150
H 6.647 3.335 0.767
Br 8.533 3.955 -0.713
C 2.787 5.570 0.484
C 7.444 4.059 0.879
O -0.079 4.011 0.296
H 2.400 6.592 0.278
Br -5.098 -1.503 -5.090
C -1.965 2.040 6.773
H -7.020 -9.054 0.625
Br -1.955 -10.169 -4.873
Br 8.436 3.572 2.463
Br 2.626 -4.589 -1.775
Br -5.712 -6.222 -2.776
C 4.388 4.331 -1.871
C -6.800 -6.035 -1.191
C 0.042 2.641 0.052
Br -7.316 -11.475 1.062
H 0.209 4.774 -1.650
H 3.888 5.653 0.381
N -1.090 0.246 -2.665
N -1.033 1.852 0.738
H 5.180 5.081 -2.059
*
```

These are the Mulliken partial charges, in e, on atoms 1 to 8:
1 Br 0.00
2 H 0.68
3 Br -0.03
4 H -0.39
5 H 0.41
6 C 1.47
7 H 0.61
8 C 0.33

=====

Entry 3:
Density functional theory data (wB97M-V/def2-TZVPD) for a molecular structure, C3H4Cl2Si in a non-equilibrium geometry.

For the frontier orbital gap, the calculation gives 0.3141 Ha. The LUMO energy is -0.4 eV.

Geometry as ORCA input:
```
! RIJCOSX wB97M-V def2-TZVPD def2/J DEFGRID3
* xyz 0 1
H -1.352 -0.932 0.899
C 0.676 -0.021 -0.554
C 1.317 0.455 0.598
H -2.208 -1.146 -1.338
Si -1.735 -0.213 -0.384
Cl 0.898 0.972 -2.045
C 1.673 0.687 1.741
Cl 1.023 -1.728 -0.967
H 2.344 0.863 2.534
H -2.635 1.063 -0.485
*
```

These are the Mulliken partial charges, in e, on atoms 1 to 8:
1 H -0.05
2 C 0.11
3 C -0.47
4 H -0.08
5 Si 0.54
6 Cl -0.17
7 C -0.09
8 Cl -0.15